Here is the ion C3H3ClIN2 with charge +1 from the OMol25 dataset. Energies are from ωB97M-V with the def2-TZVPD basis set.

As for the HOMO energy: -13.333 eV. As for the net charge: +1. The HOMO-LUMO gap comes out at 7.670 eV. The calculation puts the energy above the lowest of the compared OMol25 structures with the same formula, charge and spin at 436.78 kJ/mol.

Atoms and positions in Å:
1 C 0.38357 -0.17890 0.43322
2 C 0.41906 0.62497 -0.67859
3 C -0.95853 -1.76796 -0.56354
4 N -0.45175 -1.25280 0.60647
5 N 0.19237 1.35994 -1.55952
6 Cl -2.03941 -2.96087 -0.33146
7 I 2.51317 -0.78470 -0.11424
8 H 0.40347 0.50627 1.21172
9 H -0.84578 -1.49104 1.60080
10 H 0.57462 1.93051 -2.20402